{"formula": "C34H47N10O8P2Sc", "method": "ωB97M-V/def2-TZVPD", "total_charge": 0, "e_homo_ev": -7.02, "orbital_gap_ha": 0.272, "multiplicity": 1, "symbols": ["Sc", "P", "P", "O", "O", "O", "O", "O", "O", "O", "O", "N", "N", "N", "N", "N", "N", "N", "N", "N", "N", "C", "C", "C", "C", "C", "C", "C", "C", "C", "C", "C", "C", "C", "C", "C", "C", "C", "C", "C", "C", "C", "C", "C", "C", "C", "C", "C", "C", "C", "C", "C", "C", "C", "C", "H", "H", "H", "H", "H", "H", "H", "H", "H", "H", "H", "H", "H", "H", "H", "H", "H", "H", "H", "H", "H", "H", "H", "H", "H", "H", "H", "H", "H", "H", "H", "H", "H", "H", "H", "H", "H", "H", "H", "H", "H", "H", "H", "H", "H", "H", "H"], "xyz": [[-0.57427, -0.34590, 0.94760], [1.60908, 2.44591, 0.22201], [2.04243, 0.27331, -1.51222], [2.35021, 1.79398, -1.06501], [-0.10172, -3.80633, -1.77319], [-3.90142, -2.81869, -3.99109], [-2.21389, -0.06374, -0.54082], [0.72419, 1.42553, 0.83736], [1.45137, -3.93943, 1.79946], [0.16349, 2.50860, 3.85697], [0.65281, -0.14490, -1.22940], [2.35371, 0.35311, -3.12359], [-1.20759, -1.94842, -1.06347], [3.11974, -0.62581, -0.67438], [2.73709, 3.02277, 1.21766], [-2.05684, -3.33367, -2.79401], [-0.12484, 0.32895, 3.06124], [0.78721, -1.71448, 1.74481], [-1.72019, -2.44496, 1.63335], [0.82438, 3.72998, -0.42081], [-2.33489, 1.15517, 1.84025], [-2.55586, -5.03914, 1.16692], [-3.86493, 3.18876, 2.92843], [-1.86085, 1.91055, 2.83143], [-0.47196, 1.59465, 3.32294], [1.88039, 0.36416, 4.54251], [2.91653, -2.08286, -0.63535], [3.12821, -0.16744, 4.84938], [-5.17171, -1.74017, -1.09975], [-2.58125, 2.95497, 3.38721], [0.13360, 3.54616, -1.70220], [2.93068, -1.71502, 3.02000], [3.66139, -1.19062, 4.08137], [-1.23170, -0.26970, -4.08990], [4.52321, -0.23289, -0.61755], [-1.04919, -3.05128, -1.85513], [3.34801, 1.24497, -3.70687], [-3.09848, -1.13348, -2.49373], [0.62750, -3.05429, 1.63157], [-4.52859, -0.77190, -2.08089], [-3.01442, -2.74816, 1.62733], [-4.37203, 2.38825, 1.91366], [-1.20537, -4.73359, 1.20317], [-2.64707, -0.09916, -3.55751], [3.50627, 4.22615, 0.91445], [-2.14398, -1.07053, -1.31521], [2.23505, -0.93077, -3.82349], [-3.56722, 1.39553, 1.38707], [-0.83268, -3.42658, 1.44526], [3.40154, 2.11484, 2.16074], [-3.07798, -2.49690, -3.16142], [1.67827, -1.19674, 2.71317], [-0.01321, 4.43673, 0.56794], [1.15170, -0.12335, 3.45921], [-3.48053, -4.03160, 1.40137], [3.67464, 4.77745, 1.84052], [-1.96142, -4.20272, -3.30014], [-1.09187, -1.24887, -4.55645], [1.84265, -0.76638, -4.82808], [-0.20025, 4.52306, -2.05084], [3.51588, -2.57109, -1.41116], [3.20775, -1.42706, -3.90485], [4.48032, 3.96409, 0.48916], [-3.89665, 0.77367, 0.56699], [-0.42930, -5.47018, 1.05222], [3.30697, -2.55467, 2.45609], [3.21705, -2.46676, 0.33663], [4.94266, -0.55030, 0.33895], [4.63049, 0.84813, -0.69109], [1.54800, -1.59673, -3.30149], [-5.11967, -0.72174, -2.99588], [-2.11506, 3.54683, 4.16189], [-2.88553, -6.05156, 0.96962], [1.87067, -2.33574, -0.78825], [4.33127, 0.76581, -3.77077], [3.68149, 0.22524, 5.69436], [0.80408, 3.12720, -2.44706], [-3.69891, -1.92663, 1.80798], [-3.37108, -0.16622, -4.37122], [4.41797, 1.90407, 1.81476], [3.03945, 1.51447, -4.71866], [0.46645, 4.44859, 1.54631], [4.63179, -1.60797, 4.32067], [-5.36994, 2.53313, 1.52304], [-4.49298, 0.23299, -1.65652], [-0.98594, 3.94706, 0.67420], [-0.74156, 2.89386, -1.60406], [3.44544, 2.58087, 3.14406], [-4.54425, -4.22809, 1.40411], [-6.17237, -1.40199, -0.82727], [2.85795, 1.17879, 2.26045], [-0.16612, 5.46257, 0.23260], [-2.75774, 0.88522, -3.09659], [-4.58617, -1.81835, -0.18333], [5.10543, -0.69991, -1.41999], [2.97177, 4.86536, 0.21846], [-4.46538, 3.98306, 3.35422], [3.44116, 2.15831, -3.12559], [1.47335, 1.17217, 5.13038], [-0.49558, -0.15589, -3.29445], [-1.02559, 0.48523, -4.85135], [-5.26475, -2.73892, -1.53140]], "forces_ev_per_angstrom": [[-0.387, 0.357, -0.003], [-0.335, -0.148, -0.026], [-0.315, -0.052, 0.231], [0.054, -0.055, -0.078], [0.008, -0.002, 0.005], [0.051, -0.026, -0.077], [0.088, -0.283, -0.129], [0.094, 0.042, 0.098], [0.045, -0.030, -0.061], [-0.022, 0.001, 0.085], [0.145, -0.081, -0.032], [0.028, 0.049, -0.309], [-0.123, -0.357, -0.045], [0.198, -0.114, 0.106], [0.205, 0.077, 0.096], [-0.055, 0.119, -0.068], [0.178, -0.061, -0.017], [0.282, -0.145, -0.075], [-0.008, 0.308, -0.117], [-0.126, 0.233, -0.029], [0.196, -0.194, -0.031], [0.018, -0.013, -0.002], [0.000, 0.021, 0.022], [0.008, -0.044, -0.055], [0.087, -0.091, 0.017], [0.045, 0.004, 0.055], [0.038, 0.059, -0.004], [-0.039, 0.006, -0.037], [0.013, -0.006, 0.008], [-0.091, 0.066, 0.012], [-0.028, 0.029, 0.067], [0.047, 0.000, -0.005], [-0.013, -0.002, -0.007], [0.020, -0.047, 0.008], [-0.046, -0.060, 0.026], [0.078, 0.035, 0.063], [0.000, -0.053, -0.013], [0.191, -0.007, -0.063], [-0.114, 0.125, 0.255], [-0.070, -0.008, 0.015], [0.031, 0.048, 0.033], [-0.013, 0.038, 0.018], [-0.058, -0.117, -0.001], [-0.011, 0.061, 0.022], [0.004, -0.101, 0.079], [0.022, 0.270, 0.014], [-0.009, 0.070, -0.022], [-0.008, -0.013, 0.003], [0.103, 0.098, 0.018], [0.013, 0.052, -0.022], [-0.097, -0.083, 0.121], [-0.082, -0.167, -0.110], [0.047, 0.009, -0.086], [-0.127, 0.089, 0.093], [-0.024, -0.017, 0.009], [0.004, 0.006, 0.013], [0.006, 0.012, 0.003], [-0.012, 0.022, 0.009], [0.007, 0.034, -0.013], [0.007, 0.019, 0.001], [0.013, -0.011, -0.004], [0.009, -0.009, 0.001], [0.002, 0.023, -0.017], [-0.007, 0.009, 0.013], [-0.013, 0.002, -0.006], [0.000, -0.012, 0.020], [-0.002, -0.004, 0.018], [-0.013, -0.018, 0.007], [-0.030, 0.021, 0.001], [-0.017, 0.034, 0.039], [-0.031, -0.012, 0.011], [-0.006, -0.008, 0.000], [0.002, 0.014, 0.006], [-0.044, 0.024, -0.001], [0.021, 0.008, 0.006], [-0.009, -0.005, -0.014], [0.040, -0.028, -0.003], [0.020, -0.004, 0.003], [-0.004, 0.009, -0.019], [0.011, 0.003, 0.004], [-0.016, -0.018, -0.013], [0.022, -0.032, -0.018], [-0.002, 0.009, -0.002], [0.004, 0.009, 0.014], [-0.010, 0.006, -0.004], [-0.021, -0.009, 0.008], [0.005, -0.016, 0.013], [-0.020, 0.009, 0.009], [0.014, -0.008, -0.003], [-0.003, -0.009, -0.012], [-0.019, 0.060, -0.056], [0.001, 0.010, -0.012], [0.017, 0.014, -0.009], [-0.018, 0.008, -0.040], [0.010, 0.000, -0.011], [-0.039, -0.018, -0.026], [0.003, -0.006, -0.006], [-0.034, -0.013, 0.015], [0.009, -0.024, -0.009], [0.003, -0.004, 0.013], [-0.009, -0.010, 0.012], [0.014, 0.019, 0.008]], "mulliken_charge": [-1.994, -2.189, -0.967, -0.310, -0.705, -0.667, -0.004, 2.249, -0.765, -0.783, 1.536, 0.631, 0.801, 1.171, 0.867, 0.194, 0.067, 1.416, 0.570, 0.065, 0.899, -0.568, -0.528, -0.061, 0.158, -0.404, -1.164, -0.770, -1.127, -0.574, -0.624, -0.607, -0.885, -1.161, -1.112, -0.738, -1.033, 3.103, -0.166, -1.584, -0.693, -1.063, -0.496, -1.535, -1.153, -0.031, -0.997, -0.691, 0.350, -0.885, -0.466, 0.493, -0.938, 0.180, -0.783, 0.347, 0.314, 0.361, 0.368, 0.417, 0.364, 0.309, 0.282, 0.588, 0.530, 0.454, 0.135, 0.292, 0.254, 0.173, 0.595, 0.575, 0.440, 0.170, 0.293, 0.375, 0.150, 0.797, 0.510, 0.365, 0.371, 0.368, 0.424, 0.496, 0.443, 0.117, 0.104, 0.417, 0.442, 0.494, -0.147, 0.426, 0.420, -0.114, 0.267, 0.365, 0.439, 0.243, 0.483, 0.033, 0.555, 0.361]}

{"formula": "C4H4GdO5", "method": "ωB97M-V/def2-TZVPD", "total_charge": 0, "e_homo_ev": [-6.06, -9.97], "orbital_gap_ha": [0.212, 0.281], "multiplicity": 9, "symbols": ["Gd", "O", "O", "O", "O", "O", "C", "C", "C", "C", "H", "H", "H", "H"], "xyz": [[2.25952, -0.60598, 1.97567], [-0.47985, -0.50324, 0.15781], [-0.13558, -0.24201, 2.71678], [-2.15957, 0.44340, 2.00833], [-1.09245, -0.84262, -2.37423], [-2.03781, -2.23793, -0.91873], [-1.07952, -0.06099, 1.96684], [0.91158, -0.13321, -0.12612], [0.96606, 1.28468, -0.68060], [-1.36599, -1.29945, -1.28907], [1.98125, 1.49979, -1.05114], [1.24499, -0.80550, -0.93623], [0.71526, 2.04718, 0.07463], [0.27211, 1.45590, -1.52393]], "forces_ev_per_angstrom": [[-0.018, -0.182, 0.617], [3.034, 0.684, 0.695], [0.753, -0.816, -1.614], [1.765, -1.666, -1.630], [1.201, 1.421, 2.307], [1.452, 2.060, 1.608], [-1.855, 2.430, 2.086], [-5.024, 0.163, -2.651], [0.848, 0.722, 0.875], [-2.556, -3.552, -3.443], [-0.268, -0.025, 0.161], [0.530, -0.416, 0.761], [0.057, -0.178, -0.132], [0.082, -0.645, 0.359]], "mulliken_spin": [7.136, 0.084, -0.045, 0.011, 0.024, 0.019, -0.017, 0.623, 0.001, -0.014, -0.005, 0.117, 0.017, 0.049]}

Sequential E_tot output: -3917.24281; -1296.40598 Eh
Sequential relative energy (zero: lowest compared OMol25 entry of this formula, charge and spin) output: 71.6; 544.2 kJ/mol